Molecular formula: C10H11N
Method: DFT, ωB97M-V/def2-TZVPD

Each line ends with the natural charge from an NBO analysis.
Cartesian coordinates (Å):
C  -1.691  -0.590  -1.264  -0.087
C  -1.522  0.162  0.097  -0.432
C  -0.096  0.545  0.351  0.017
C  0.051  1.571  1.228  -0.211
C  1.308  1.808  1.845  -0.207
C  2.458  1.079  1.512  -0.219
C  2.248  0.127  0.472  -0.179
C  1.036  -0.165  -0.023  -0.125
C  0.724  -1.305  -0.801  -0.190
C  -0.469  -1.559  -1.437  -0.192
H  -3.080  -0.936  -2.661  0.371
H  -3.011  -2.241  -1.259  0.361
H  -1.607  -0.008  -2.051  0.183
H  -2.059  -0.488  0.802  0.223
H  -2.016  1.107  0.214  0.223
H  -0.727  2.013  1.780  0.211
H  1.575  2.367  2.861  0.218
H  3.365  1.005  2.333  0.229
H  3.105  -0.527  0.213  0.210
H  1.479  -2.204  -0.880  0.211
H  -0.509  -2.280  -2.263  0.210
N  -2.970  -1.120  -1.567  -0.825

Output
Frontier orbital gap (eV): 8.845
HOMO level (eV): -8.1919
Structure (SMILES): N[C@@H]1C=Cc2ccccc2C1